The following is a DFT calculation (ωB97M-V/def2-TZVPD) of a molecular structure, C5H11NO2 in a non-equilibrium geometry.

total energy = -10944.6295 eV
charge = 0
HOMO level = -7.857 eV

Geometry as XYZ:
```
19
C5H11NO2 ωB97M-V/def2-TZVPD
C -1.47410 -0.03860 0.32970
C 0.10950 1.92325 -0.31580
C 1.61150 -0.87989 -1.09197
C -0.23936 0.50838 0.00043
C 0.70260 -0.60608 0.08829
N 1.42187 -0.72049 1.32688
O -2.35319 0.72164 1.08988
O -2.20241 -0.81316 -0.60798
H -3.22018 0.73759 0.66068
H -2.71396 -1.48134 -0.13518
H -0.45380 -1.29089 0.42849
H 0.85508 -0.44580 2.12129
H 1.79176 -1.65261 1.48112
H 0.45869 2.00744 -1.35122
H -0.76098 2.56638 -0.19154
H 0.91679 2.29510 0.32154
H 2.10925 -1.84602 -0.98644
H 2.39168 -0.11635 -1.14396
H 1.04925 -0.86855 -2.02419
```